DFT (ωB97M-V with the def2-TZVPD basis set) results for C59H50FN6O2ReS3 as an isolated structure.

Structure (XYZ):
```
122
Properties=species:S:1:pos:R:3:mulliken_charge:R:1
Re -1.531 -1.305 -0.510 1.132
O -3.158 -0.400 -1.361 -0.819
C -3.201 0.102 -2.565 0.434
C -4.064 1.188 -2.814 -0.490
C -4.223 1.714 -4.077 -0.656
C -3.529 1.161 -5.165 -0.820
C -2.690 0.099 -4.956 -1.013
C -2.469 -0.462 -3.665 0.975
C -1.642 -1.593 -3.599 -1.267
N -0.887 -2.070 -2.459 1.127
C -1.067 -3.549 -2.314 -0.679
C -2.408 -3.833 -1.669 -1.240
N -2.462 -3.104 -0.402 0.228
C -3.100 -3.598 0.607 -0.291
C -3.270 -2.935 1.874 0.738
C -3.913 -3.664 2.895 -0.957
C -4.128 -3.142 4.145 -0.926
C -3.712 -1.832 4.409 -0.642
C -3.098 -1.086 3.434 -0.550
C -2.847 -1.608 2.148 0.341
O -2.245 -0.821 1.278 0.345
H -4.624 1.576 -1.972 0.561
H -4.905 2.541 -4.232 0.395
H -3.666 1.561 -6.161 0.491
H -2.160 -0.340 -5.795 0.406
H -1.361 -2.071 -4.531 0.504
H -0.267 -3.914 -1.666 0.261
H -0.985 -4.032 -3.290 0.548
H -2.531 -4.906 -1.506 0.718
H -3.219 -3.478 -2.309 0.256
H -3.544 -4.587 0.503 0.379
H -4.246 -4.672 2.668 0.418
H -4.624 -3.727 4.908 0.432
H -3.887 -1.398 5.386 0.466
H -2.798 -0.062 3.619 0.406
N 0.247 -1.929 0.447 -0.771
S 0.949 -1.309 1.565 1.896
N 0.797 0.292 1.980 0.523
S 1.361 1.635 1.517 1.146
N 1.237 2.201 0.070 -0.516
S -0.153 1.853 -0.757 1.672
N -0.478 0.451 -0.822 0.092
C -1.354 2.957 -0.050 0.509
C -2.557 2.402 0.352 -0.101
C -3.497 3.229 0.957 -1.358
C -3.225 4.575 1.142 -0.840
C -2.012 5.116 0.723 -0.896
C -1.066 4.306 0.124 -0.691
C 0.238 2.550 -2.337 0.240
C 1.543 2.503 -2.809 -0.278
C 1.785 2.816 -4.137 -0.893
C 0.727 3.155 -4.974 -0.747
C -0.573 3.183 -4.490 -0.817
C -0.828 2.874 -3.163 -0.281
C 3.102 1.799 1.834 0.400
C 3.969 2.267 0.862 -0.163
C 5.319 2.362 1.168 -0.750
C 5.779 1.994 2.424 -0.686
C 4.893 1.531 3.391 -0.752
C 3.545 1.433 3.098 -0.643
C 0.601 2.771 2.654 0.462
C -0.577 2.429 3.292 -0.040
C -1.190 3.380 4.096 -0.536
C -0.616 4.632 4.262 -0.796
C 0.571 4.954 3.614 -0.789
C 1.184 4.024 2.794 -0.919
C 2.709 -1.494 1.431 -0.112
C 3.501 -1.993 2.451 -0.302
C 4.873 -2.079 2.245 -0.991
C 5.427 -1.669 1.043 -0.768
C 4.616 -1.174 0.027 -1.242
C 3.248 -1.088 0.215 0.332
C 0.477 -1.973 3.154 -0.015
C -0.137 -3.214 3.108 -0.598
C -0.594 -3.785 4.287 -0.794
C -0.434 -3.116 5.489 -0.732
C 0.182 -1.869 5.523 -0.901
C 0.636 -1.288 4.352 -0.087
H -2.760 1.350 0.191 0.906
H -4.442 2.812 1.278 0.570
H -3.962 5.214 1.612 0.450
H -1.809 6.170 0.866 0.491
H -0.115 4.710 -0.203 0.456
H 2.353 2.225 -2.146 0.252
H 2.796 2.794 -4.522 0.471
H 0.920 3.395 -6.012 0.432
H -1.397 3.430 -5.145 0.469
H -1.845 2.860 -2.789 0.459
H 3.592 2.556 -0.109 0.416
H 6.011 2.729 0.422 0.499
H 6.833 2.072 2.655 0.427
H 5.253 1.249 4.371 0.496
H 2.843 1.085 3.846 0.114
H -1.007 1.447 3.143 0.144
H -2.120 3.136 4.595 0.501
H -1.096 5.364 4.898 0.436
H 1.015 5.932 3.746 0.449
H 2.101 4.268 2.271 0.533
H 3.063 -2.317 3.385 0.544
H 5.506 -2.477 3.027 0.474
H 6.496 -1.741 0.891 0.431
H 5.052 -0.864 -0.914 0.541
H 2.591 -0.717 -0.565 0.411
H -0.270 -3.706 2.153 0.445
H -1.092 -4.745 4.258 0.454
H -0.803 -3.557 6.406 0.421
H 0.295 -1.344 6.463 0.462
H 1.084 -0.304 4.366 0.228
F 2.901 -3.800 -7.354 -0.332
C 2.345 -3.313 -6.233 0.315
C 1.777 -2.054 -6.265 -0.878
C 1.208 -1.559 -5.102 0.057
C 1.199 -2.309 -3.928 -0.158
C 0.582 -1.753 -2.674 -0.243
C 1.799 -3.565 -3.935 -0.167
C 2.374 -4.081 -5.086 -0.921
H 1.791 -1.483 -7.183 0.477
H 0.763 -0.569 -5.103 0.471
H 0.639 -0.666 -2.671 -0.202
H 1.099 -2.119 -1.789 0.577
H 1.831 -4.148 -3.021 0.489
H 2.846 -5.055 -5.104 0.449
```

Summary:
HOMO energy (alpha / beta) in eV: -7.94 / -7.75
Charge: +1
Energy relative to the best compared isomer or geometry (same formula, charge and spin) in kJ/mol: 32.0
Spin multiplicity: 4
HOMO-LUMO gap (alpha / beta) in eV: 5.592 / 5.400

***

DFT (ωB97M-V with the def2-TZVPD basis set) results for C59H50I2MoN10O3S4 as an isolated structure in a non-equilibrium geometry.

Structure (XYZ):
```
129
Properties=species:S:1:pos:R:3:mulliken_charge:R:1
Mo 0.163 -0.160 -2.046 -2.228
I 1.046 -3.831 -8.910 0.108
C 0.845 -2.591 -7.214 -0.597
C 0.207 -1.362 -7.303 -0.216
C 0.097 -0.582 -6.172 -0.411
I -1.010 1.206 -6.156 0.013
C 0.635 -0.973 -4.940 -0.400
O 0.584 -0.201 -3.885 0.803
C 1.206 -2.260 -4.866 0.503
C 1.584 -2.715 -3.491 -1.136
N 0.477 -2.400 -2.569 0.561
C -0.799 -3.029 -2.953 -1.200
C -1.942 -2.037 -3.037 0.972
C -3.183 -2.425 -3.509 -0.951
C -4.205 -1.491 -3.641 -1.017
C -3.918 -0.163 -3.323 -1.185
C -2.666 0.155 -2.864 -0.878
N -1.677 -0.755 -2.670 1.611
C 1.310 -3.054 -5.990 -0.423
H -0.208 -1.024 -8.239 0.463
H 2.477 -2.172 -3.151 0.263
H 1.806 -3.790 -3.484 0.586
H 0.769 -2.734 -1.654 0.281
H -1.065 -3.829 -2.251 0.221
H -0.692 -3.501 -3.940 0.651
H -3.353 -3.458 -3.779 0.649
H -5.180 -1.781 -3.994 0.517
H -4.662 0.609 -3.448 0.612
H -2.388 1.180 -2.646 0.883
H 1.757 -4.036 -5.911 0.506
N -0.043 -1.265 -0.395 0.604
S -0.576 -1.983 0.775 1.270
N -1.852 -1.288 1.565 -0.131
S -1.489 -0.110 2.527 0.311
N -0.438 0.917 2.041 0.220
S -0.549 1.799 0.639 1.956
N -0.558 1.099 -0.657 0.336
C 0.700 3.041 1.038 0.767
C 1.142 3.156 2.343 -0.720
C 2.076 4.125 2.667 -0.800
C 2.558 4.975 1.684 -0.739
C 2.113 4.854 0.376 -0.726
C 1.179 3.882 0.046 -0.337
C -2.152 2.622 0.735 0.167
C -2.328 3.892 1.251 -0.623
C -3.582 4.479 1.167 -0.962
C -4.644 3.781 0.616 -0.968
C -4.461 2.496 0.124 -0.619
C -3.204 1.922 0.164 -0.236
C -3.019 0.681 2.981 0.882
C -4.233 0.253 2.475 0.007
C -5.385 0.909 2.873 -0.706
C -5.309 1.966 3.769 -0.703
C -4.083 2.384 4.269 -0.804
C -2.926 1.740 3.872 -1.012
C -0.878 -0.786 4.062 0.810
C 0.312 -0.400 4.654 0.162
C 0.691 -1.013 5.838 -0.851
C -0.115 -1.986 6.409 -0.715
C -1.303 -2.365 5.801 -0.821
C -1.690 -1.762 4.620 -1.404
C 0.675 -2.333 2.024 0.662
C 0.476 -3.349 2.945 -0.049
C 1.495 -3.652 3.832 -1.200
C 2.687 -2.943 3.788 -1.028
C 2.868 -1.923 2.866 -0.559
C 1.854 -1.616 1.972 0.333
C -1.215 -3.619 0.396 0.492
C -0.262 -4.598 0.145 -0.310
C -0.676 -5.881 -0.169 -0.931
C -2.031 -6.168 -0.257 -0.668
C -2.974 -5.175 -0.035 -0.922
C -2.568 -3.892 0.304 -0.250
H 0.742 2.492 3.089 0.276
H 2.409 4.219 3.689 0.530
H 3.273 5.739 1.949 0.436
H 2.479 5.520 -0.389 0.489
H 0.811 3.774 -0.961 0.402
H -1.499 4.412 1.705 0.661
H -3.727 5.487 1.521 0.513
H -5.619 4.239 0.560 0.481
H -5.292 1.951 -0.298 0.625
H -3.006 0.940 -0.239 0.323
H -4.255 -0.573 1.782 0.424
H -6.343 0.596 2.488 0.515
H -6.211 2.467 4.083 0.448
H -4.031 3.203 4.969 0.501
H -1.958 2.043 4.242 0.411
H 0.923 0.353 4.183 0.287
H 1.611 -0.728 6.323 0.532
H 0.181 -2.455 7.333 0.465
H -1.926 -3.122 6.248 0.478
H -2.604 -2.036 4.115 0.462
H -0.456 -3.893 2.959 0.716
H 1.368 -4.455 4.542 0.533
H 3.485 -3.205 4.465 0.480
H 3.807 -1.392 2.828 0.638
H 1.955 -0.868 1.200 -0.805
H 0.786 -4.348 0.210 0.501
H 0.055 -6.653 -0.345 0.497
H -2.352 -7.170 -0.491 0.460
H -4.027 -5.403 -0.121 0.519
H -3.281 -3.109 0.508 0.493
N 6.562 3.795 1.505 -0.528
C 5.911 2.824 0.804 1.001
C 6.057 2.724 -0.588 -0.963
C 5.350 1.784 -1.304 -0.618
C 4.489 0.928 -0.639 -0.727
C 4.310 1.023 0.729 -0.104
C 5.024 1.954 1.454 -0.555
S 3.429 -0.148 -1.560 1.323
O 3.906 -0.394 -2.889 -0.809
O 3.035 -1.314 -0.801 -0.675
N 2.010 0.695 -1.650 1.024
C 1.904 1.778 -2.415 0.197
N 0.609 1.996 -2.760 0.407
C 0.334 3.062 -3.496 -0.466
C 1.339 3.909 -3.933 -1.151
C 2.638 3.574 -3.565 -0.801
N 2.922 2.545 -2.787 -0.425
H 7.328 4.260 1.050 0.216
H 6.644 3.685 2.503 0.224
H 6.732 3.398 -1.092 0.370
H 5.444 1.697 -2.372 0.559
H 3.618 0.354 1.211 0.195
H 4.903 2.026 2.524 0.364
H -0.706 3.245 -3.736 0.796
H 1.119 4.760 -4.551 0.535
H 3.488 4.153 -3.897 0.571
```

Summary:
HOMO energy (alpha / beta) in eV: -11.56 / -11.54
Charge: +2
Spin multiplicity: 1
HOMO-LUMO gap (alpha / beta) in eV: 6.788 / 6.659

***

DFT (ωB97M-V with the def2-TZVPD basis set) results for C59H52ClGeN4O9PTl as an isolated structure.

Structure (XYZ):
```
128
Properties=species:S:1:pos:R:3:mulliken_charge:R:1
Tl 0.371 1.869 0.271 1.649
O 3.394 6.849 3.288 -0.619
C 4.283 6.357 2.459 0.457
O 5.452 6.689 2.487 -0.675
C 3.807 5.347 1.466 -0.194
C 4.608 4.747 0.514 0.309
Cl 6.272 4.915 0.180 -0.179
N 3.846 3.881 -0.190 0.536
N 2.582 3.872 0.265 -0.407
C 2.532 4.743 1.252 0.223
C 1.197 4.928 1.956 0.646
O 1.172 5.768 2.901 -0.949
O 0.261 4.219 1.571 -0.387
C 4.206 2.957 -1.215 -0.994
C 4.829 3.390 -2.373 -0.370
C 5.117 2.466 -3.367 -0.823
C 4.767 1.134 -3.206 -0.346
C 4.132 0.717 -2.044 0.157
C 3.853 1.627 -1.038 0.222
H 2.448 6.394 3.187 0.429
H 5.063 4.438 -2.497 0.490
H 5.589 2.797 -4.284 0.346
H 4.961 0.423 -3.999 0.429
H 3.826 -0.315 -1.934 0.154
H 3.336 1.338 -0.131 0.518
O -2.665 4.058 -5.142 -0.691
C -2.135 3.566 -4.165 0.235
C -0.770 2.933 -4.114 -0.192
O -0.038 2.730 -5.074 -0.735
C -0.523 2.595 -2.709 0.537
C -1.637 3.014 -1.910 0.740
O -1.682 2.902 -0.644 -0.488
C -2.721 3.471 -2.782 -0.104
O -3.885 3.703 -2.473 -0.796
O 0.495 2.007 -2.238 -0.507
C 3.250 -2.378 2.143 -0.860
C 3.093 -1.061 1.684 0.369
N 2.441 -0.129 2.338 -0.118
C 1.866 -0.455 3.512 -0.489
C 1.977 -1.743 4.071 1.870
C 2.691 -2.713 3.347 -0.942
C 1.373 -2.037 5.339 -1.058
C 0.693 -1.087 6.012 -1.003
C 0.533 0.231 5.469 1.588
C -0.197 1.230 6.136 -0.805
C -0.366 2.446 5.538 -0.893
C 0.189 2.657 4.263 -0.336
N 0.904 1.751 3.631 0.120
C 1.089 0.556 4.219 -0.072
H 3.796 -3.098 1.548 0.456
H 3.527 -0.768 0.732 -0.131
H 2.784 -3.715 3.751 0.390
H 1.476 -3.039 5.738 0.350
H 0.236 -1.306 6.970 0.361
H -0.633 1.012 7.106 0.373
H -0.941 3.235 6.001 0.445
H 0.022 3.591 3.739 0.289
C 1.764 -4.511 -0.697 -2.208
C 2.068 -3.810 -2.024 2.287
C 2.026 -4.843 -3.151 -2.016
C 3.495 -3.254 -1.953 -1.749
P 0.975 -2.267 -2.144 0.699
C 1.137 -1.748 -3.897 0.424
C 0.855 -2.540 -5.017 -0.393
C 0.910 -2.007 -6.294 -1.018
C 1.224 -0.664 -6.478 -0.834
C 1.476 0.140 -5.380 -0.976
C 1.439 -0.402 -4.100 0.211
C -0.840 -2.741 -2.015 2.646
C -1.328 -4.028 -2.674 -1.841
C -1.606 -1.544 -2.603 -2.113
C -1.158 -2.789 -0.514 -1.884
H 2.546 -5.249 -0.484 0.545
H 0.811 -5.040 -0.727 0.310
H 1.731 -3.801 0.133 0.390
H 2.692 -5.677 -2.895 0.557
H 2.376 -4.420 -4.092 0.380
H 1.028 -5.253 -3.306 0.228
H 4.209 -4.077 -1.830 0.603
H 3.606 -2.573 -1.107 0.035
H 3.755 -2.711 -2.866 0.334
H 0.573 -3.577 -4.897 0.302
H 0.679 -2.635 -7.148 0.429
H 1.224 -0.237 -7.474 0.353
H 1.628 1.203 -5.498 0.528
H 1.552 0.259 -3.249 0.399
H -1.168 -4.025 -3.754 0.291
H -2.406 -4.122 -2.503 0.469
H -0.853 -4.916 -2.253 0.331
H -1.538 -1.516 -3.691 0.418
H -1.222 -0.591 -2.223 0.601
H -2.661 -1.615 -2.319 0.215
H -0.647 -3.605 -0.001 0.247
H -2.236 -2.916 -0.368 0.543
H -0.858 -1.853 -0.039 -0.050
C -1.589 -1.544 2.753 -1.199
Ge -2.254 -0.006 1.693 0.820
C -2.890 1.363 2.944 0.237
C -3.248 1.044 4.254 -0.160
C -3.710 2.023 5.125 -0.668
C -3.796 3.341 4.700 -0.541
C -3.424 3.673 3.403 -0.687
C -2.980 2.693 2.526 -0.317
C -3.713 -0.438 0.420 0.568
C -3.944 0.517 -0.539 -0.497
C -4.931 0.360 -1.538 -1.208
C -5.669 -0.784 -1.590 -0.827
C -5.489 -1.798 -0.616 0.894
C -6.269 -2.980 -0.645 -0.949
C -6.129 -3.947 0.309 -0.550
C -5.199 -3.764 1.352 -1.084
C -4.428 -2.636 1.400 -0.182
C -4.526 -1.619 0.415 0.390
H -2.208 -1.720 3.638 0.753
H -0.576 -1.334 3.092 -0.389
H -1.571 -2.450 2.149 0.590
H -3.164 0.023 4.610 0.298
H -3.990 1.757 6.139 0.393
H -4.145 4.110 5.379 0.343
H -3.466 4.702 3.069 0.422
H -2.680 2.975 1.521 0.486
H -3.366 1.433 -0.530 0.306
H -5.080 1.163 -2.249 0.518
H -6.418 -0.931 -2.361 0.352
H -6.991 -3.098 -1.447 0.390
H -6.735 -4.845 0.272 0.390
H -5.096 -4.520 2.121 0.388
H -3.728 -2.509 2.211 0.507
```

Summary:
HOMO energy (alpha / beta) in eV: -1.82 / -1.83
Charge: -2
Energy relative to the best compared isomer or geometry (same formula, charge and spin) in kJ/mol: 17.9
Spin multiplicity: 2
HOMO-LUMO gap (alpha / beta) in eV: 5.330 / 5.163

***

| no. | E (a.u.) |
| --- | --- |
| 1 | -4129.6052 |
| 2 | -5307.2971 |
| 3 | -6226.8080 |